No. 1
The following is a quantum chemistry calculation of a structure of composition C4H4CuO in a non-equilibrium geometry, from OMol25.

Element x y z (Å)
1 C -0.939 1.274 0.274
2 C -1.817 -0.039 0.018
3 C -0.296 0.104 0.267
4 C 0.945 -0.583 -0.214
5 O 2.038 0.136 -0.269
6 Cu 3.558 1.610 0.138
7 H -2.547 0.687 -0.386
8 H -2.311 -0.931 0.427
9 H 0.666 -1.137 -1.136
10 H 0.704 -1.121 0.880

Properties
Largest force on an atom (eV/A): 4.79
E_HOMO (eV): -13.00
Electronic energy (eV): -50882.8578
Net charge: +1
HOMO-LUMO gap (eV): 6.392


No. 2
The following is a quantum chemistry calculation of the molecule C4H5N in a non-equilibrium geometry, from OMol25.

Element x y z (Å)
1 C 0.625 -1.295 -0.059
2 C -0.243 -0.280 -0.115
3 C 0.455 1.109 -0.050
4 C -1.658 -0.271 0.005
5 N -2.793 -0.106 -0.029
6 H 0.321 -2.310 -0.065
7 H 1.610 -1.089 0.283
8 H 0.394 1.438 0.982
9 H -0.213 1.826 -0.591
10 H 1.502 0.979 -0.360

Properties
Largest force on an atom (eV/A): 2.86
E_HOMO (eV): -10.16
Structure (SMILES): C=C(C)C#N
Electronic energy (eV): -5717.6334
Net charge: 0
HOMO-LUMO gap (eV): 10.491


In the order shown, the computed E_LUMO values come out to -0.2428; 0.0121 Ha.
In the order shown, the computed relative energy (zero: lowest compared OMol25 entry of this formula, charge and spin) values come out to 147.9; 28.0 kcal/mol.